(w)
Below is an isolated molecule of C3H6N4, with properties calculated with ωB97M-V/def2-TZVPD.

Its net charge is 0. The HOMO energy (spin up / spin down) comes out at -9.141 / -7.169 eV. For the LUMO energy (spin up / spin down), the calculation gives 0.32 / -1.60 eV.

The geometry in XYZ format:
```
13
Properties=species:S:1:pos:R:3:nbo_charge:R:1
C -0.097 -0.709 -0.877 0.281
H -1.045 -0.628 1.218 0.203
H 1.996 -1.087 -1.227 0.394
N -0.579 -1.459 -1.670 -0.298
C 1.692 0.176 0.385 0.433
H -2.450 -0.187 -0.929 0.377
H -0.628 1.054 0.934 0.223
N -2.299 0.385 -0.097 -0.817
N 1.381 -0.429 -0.729 -0.653
H -2.440 1.339 -0.404 0.362
C -1.002 0.150 0.454 -0.206
H 2.854 1.073 1.786 0.402
N 2.616 0.322 1.157 -0.702
```

=====

(x)
Below is an isolated molecule of C3H6N4, with properties calculated with ωB97M-V/def2-TZVPD.

Its net charge is 0. The HOMO energy comes out at -10.100 eV. For the LUMO energy, the calculation gives 1.13 eV. As for the SMILES: CCc1nn[nH]n1.

The geometry in XYZ format:
```
13
Properties=species:S:1:pos:R:3:nbo_charge:R:1
N -1.126 0.884 -0.182 -0.336
N -1.539 -1.180 0.514 -0.259
H 0.877 1.581 0.270 0.240
C 1.147 0.516 0.553 -0.322
H 2.935 0.056 -0.513 0.209
C 1.856 -0.289 -0.534 -0.633
H 1.497 0.226 -1.459 0.231
H 1.492 0.532 1.521 0.201
H -3.392 -1.028 0.142 0.407
N -2.381 0.631 -0.481 -0.079
H 1.670 -1.265 -0.257 0.224
C -0.501 -0.080 0.435 0.238
N -2.536 -0.584 -0.009 -0.122
```

=====

(y)
Below is an isolated molecule of C3H6N4, with properties calculated with ωB97M-V/def2-TZVPD.

Its net charge is 0. The HOMO energy comes out at -9.155 eV. For the LUMO energy, the calculation gives 0.12 eV.

The geometry in XYZ format:
```
13
Properties=species:S:1:pos:R:3:nbo_charge:R:1
N 2.574 0.701 -0.522 -0.237
H -2.796 0.090 -0.263 0.212
C 0.642 -0.284 0.513 0.224
N 2.668 -1.184 0.594 -0.046
N 3.133 -0.277 0.001 0.060
H -1.840 -1.369 -0.633 0.221
H -1.046 -0.595 1.626 0.230
C -1.752 -0.313 -0.553 -0.594
H 0.661 1.462 -0.640 0.404
H -1.139 0.980 0.799 0.206
N 1.168 0.561 -0.269 -0.405
H -1.410 0.316 -1.386 0.212
C -0.864 -0.086 0.733 -0.486
```

=====

Decreasing stability: (x), (w), (y)

=====

(w)
Below is a cluster of 2 separate species, C5H14 in total, with properties calculated with ωB97M-V/def2-TZVPD.

Its net charge is 0. The HOMO energy comes out at -10.816 eV. For the LUMO energy, the calculation gives 1.15 eV. As for the SMILES: CCC.CC.

The geometry in XYZ format:
```
19
Properties=species:S:1:pos:R:3:nbo_charge:R:1
C 0.557 0.297 -1.942 -0.613
H 2.314 -0.243 -1.106 0.208
C 1.943 -0.162 -2.132 -0.633
H 2.467 0.525 -2.822 0.215
H 0.353 0.954 2.828 0.210
C 0.254 0.216 1.973 -0.603
H -1.079 -1.599 0.729 0.208
H 2.132 -1.213 -2.343 0.214
H -0.137 -0.442 -1.484 0.209
H 0.426 -0.743 2.543 0.202
C -1.613 -0.737 0.716 -0.626
C -1.193 0.450 1.480 -0.390
H 0.868 0.244 1.156 0.198
H 0.372 1.016 -1.182 0.204
H -1.659 -0.387 -0.322 0.205
H 0.010 0.722 -2.930 0.194
H -1.881 0.662 2.444 0.185
H -1.292 1.343 0.924 0.202
H -2.586 -1.218 1.001 0.212
```

=====

(x)
Below is a cluster of 2 separate species, C5H14 in total, with properties calculated with ωB97M-V/def2-TZVPD.

Its net charge is 0. The HOMO energy comes out at -10.676 eV. For the LUMO energy, the calculation gives 1.13 eV. As for the SMILES: CCC.CC.

The geometry in XYZ format:
```
19
Properties=species:S:1:pos:R:3:nbo_charge:R:1
H 1.781 1.770 1.874 0.203
C -2.154 -0.652 -2.244 -0.628
H -1.182 -0.350 -2.943 0.202
H -1.878 -0.057 -0.088 0.201
C 0.570 -0.262 0.252 -0.590
H 2.793 0.851 0.718 0.202
C 1.419 -0.366 1.654 -0.396
C -2.024 0.392 -1.150 -0.619
H -0.355 0.045 0.498 0.196
H 1.915 -1.317 1.690 0.196
H 3.081 0.878 2.456 0.204
C 2.329 0.847 1.660 -0.608
H -2.952 1.052 -1.028 0.210
H 0.784 -0.470 2.535 0.196
H -1.151 1.060 -1.262 0.206
H 0.944 0.418 -0.421 0.195
H -1.905 -1.675 -2.046 0.212
H -3.186 -0.684 -2.739 0.218
H 0.471 -1.272 -0.274 0.200
```

=====

Decreasing stability: (x), (w)

=====

(w)
Below is a cluster of 2 separate species, C5H14 in total, with properties calculated with ωB97M-V/def2-TZVPD.

Its net charge is 0. The HOMO energy comes out at -10.880 eV. For the LUMO energy, the calculation gives 1.14 eV. As for the SMILES: CCC.CC.

The geometry in XYZ format:
```
19
Properties=species:S:1:pos:R:3:nbo_charge:R:1
H 2.150 0.997 1.073 0.205
H 1.987 2.591 0.326 0.202
H 1.495 -0.066 -0.884 0.207
C 1.807 0.945 -1.107 -0.619
H 0.878 1.513 -1.258 0.200
C 2.371 1.584 0.182 -0.611
H -2.302 0.731 0.413 0.199
H -2.975 -1.934 -0.154 0.205
H 2.352 1.074 -2.033 0.212
C -1.896 -2.124 -0.085 -0.615
C -1.514 0.190 0.948 -0.601
H -1.703 -2.770 -0.940 0.215
C -1.018 -0.923 0.025 -0.409
H -1.781 -2.660 0.862 0.207
H -1.940 -0.140 1.896 0.201
H -0.672 -0.392 -0.869 0.204
H -0.708 0.896 1.141 0.207
H 3.454 1.665 0.130 0.203
H 0.015 -1.175 0.337 0.189
```

=====

(x)
Below is a cluster of 2 separate species, C5H14 in total, with properties calculated with ωB97M-V/def2-TZVPD.

Its net charge is 0. The HOMO energy comes out at -11.394 eV. For the LUMO energy, the calculation gives 1.16 eV. As for the SMILES: CCC.CC.

The geometry in XYZ format:
```
19
Properties=species:S:1:pos:R:3:nbo_charge:R:1
C -1.106 -1.733 1.579 -0.613
H -1.003 -1.857 -1.380 0.204
H 1.408 2.536 0.725 0.203
H -2.336 -0.173 0.727 0.196
H -1.443 -1.368 2.547 0.210
H 0.867 1.829 -1.807 0.203
H -1.184 -2.825 1.569 0.205
H 2.609 1.249 0.639 0.204
C -0.990 -0.907 -0.844 -0.605
H -2.655 -1.803 0.094 0.198
H -0.042 -1.500 1.564 0.201
H -1.332 -0.050 -1.410 0.209
C 1.828 1.854 -1.294 -0.611
C 1.672 1.613 0.215 -0.609
H 2.155 2.877 -1.455 0.203
H 0.039 -0.738 -0.544 0.197
H 0.858 0.923 0.425 0.201
H 2.534 1.189 -1.775 0.206
C -1.879 -1.115 0.425 -0.400
```

=====

(y)
Below is a cluster of 2 separate species, C5H14 in total, with properties calculated with ωB97M-V/def2-TZVPD.

Its net charge is 0. The HOMO energy comes out at -10.476 eV. For the LUMO energy, the calculation gives 1.06 eV. As for the SMILES: CCC.CC.

The geometry in XYZ format:
```
19
Properties=species:S:1:pos:R:3:nbo_charge:R:1
H 0.935 1.003 -1.786 0.210
H -2.150 0.715 0.745 0.206
H 0.418 -0.367 0.245 0.209
C 1.584 1.200 -0.910 -0.628
H 1.264 1.054 1.179 0.187
H -3.017 -1.878 -0.536 0.204
H 2.668 -0.468 1.640 0.208
H 3.415 -0.250 0.096 0.207
C -2.596 -1.164 0.172 -0.590
H 2.234 -1.751 0.440 0.214
H -3.085 -1.274 1.160 0.202
C 2.505 -0.611 0.521 -0.622
H -2.265 0.557 -1.039 0.199
H -1.459 -1.471 0.380 0.182
H 1.030 2.134 -0.668 0.210
C 1.361 0.303 0.272 -0.405
H 2.570 1.373 -1.215 0.208
C -2.648 0.284 -0.152 -0.594
H -3.792 0.548 -0.059 0.193
```

=====

(z)
Below is a cluster of 2 separate species, C5H14 in total, with properties calculated with ωB97M-V/def2-TZVPD.

Its net charge is 0. The HOMO energy comes out at -11.006 eV. For the LUMO energy, the calculation gives 1.10 eV. As for the SMILES: CCC.CC.

The geometry in XYZ format:
```
19
Properties=species:S:1:pos:R:3:nbo_charge:R:1
C 1.345 1.824 -0.411 -0.615
H 1.389 1.630 0.653 0.209
H -2.696 -2.658 2.174 0.204
C -2.541 -1.573 2.140 -0.612
H -0.858 -1.276 0.828 0.202
C 1.375 0.520 -1.254 -0.398
H -3.118 -1.139 1.360 0.204
H -0.492 -2.138 2.322 0.203
H 1.393 -0.216 -3.269 0.211
C 1.210 0.741 -2.749 -0.612
H 0.216 1.193 -2.931 0.202
H 0.680 -0.241 -0.845 0.200
H 1.872 1.473 -3.177 0.204
H 2.159 2.498 -0.672 0.203
H 0.410 2.390 -0.461 0.202
C -1.079 -1.331 1.916 -0.610
H -0.622 -0.419 2.352 0.204
H 2.329 -0.079 -1.038 0.192
H -2.973 -1.199 3.063 0.205
```

=====

Decreasing stability: (x), (z), (w), (y)

=====

(w)
Below is a cluster of 2 separate species, C5H14 in total, with properties calculated with ωB97M-V/def2-TZVPD.

Its net charge is 0. The HOMO energy comes out at -10.747 eV. For the LUMO energy, the calculation gives 1.09 eV. As for the SMILES: CCC.CC.

The geometry in XYZ format:
```
19
Properties=species:S:1:pos:R:3:nbo_charge:R:1
H 3.625 -1.103 -2.036 0.209
H -0.638 0.424 1.949 0.203
C -1.611 1.221 0.158 -0.609
H -0.556 1.696 -0.020 0.213
H 2.098 -1.362 -0.219 0.207
H -1.895 0.577 -0.777 0.198
H 2.719 0.313 0.178 0.207
H -2.363 1.920 0.107 0.208
H 1.094 -0.119 -0.462 0.214
H 2.338 -0.287 -2.832 0.213
C 2.884 -0.295 -1.892 -0.623
H -2.187 -1.797 1.804 0.219
H 3.454 0.707 -1.849 0.203
C 2.199 -0.347 -0.594 -0.631
C -1.612 0.432 1.456 -0.416
H -1.375 -1.413 0.291 0.203
H -2.238 1.026 2.290 0.197
C -2.064 -0.968 1.083 -0.622
H -2.856 -0.844 0.310 0.207
```

=====

(x)
Below is a cluster of 2 separate species, C5H14 in total, with properties calculated with ωB97M-V/def2-TZVPD.

Its net charge is 0. The HOMO energy comes out at -11.169 eV. For the LUMO energy, the calculation gives 1.13 eV. As for the SMILES: CCC.CC.

The geometry in XYZ format:
```
19
Properties=species:S:1:pos:R:3:nbo_charge:R:1
H 1.404 -0.796 0.307 0.209
H -0.776 -1.924 1.064 0.203
H 2.429 2.472 -2.170 0.209
H 2.786 0.110 -1.052 0.194
H -2.085 0.045 0.827 0.199
C -1.801 -2.060 0.724 -0.608
H -1.845 -2.131 -0.360 0.204
H 0.884 0.793 1.109 0.205
C -2.626 -0.844 1.154 -0.606
C 1.072 0.232 0.198 -0.612
H -3.551 -0.758 0.583 0.201
C 1.674 1.872 -1.657 -0.612
H 1.217 2.677 -1.093 0.198
H 2.759 1.528 0.152 0.200
H -2.081 -2.978 1.236 0.203
H -2.801 -0.783 2.224 0.205
H 0.152 0.258 -0.386 0.196
H 0.938 1.359 -2.265 0.204
C 2.252 0.927 -0.594 -0.392
```

=====

Decreasing stability: (x), (w)

=====

(w)
Below is a cluster of 2 separate species, C5H14 in total, with properties calculated with ωB97M-V/def2-TZVPD.

Its net charge is 0. The HOMO energy comes out at -11.231 eV. For the LUMO energy, the calculation gives 1.18 eV. As for the SMILES: CCC.CC.

The geometry in XYZ format:
```
19
Properties=species:S:1:pos:R:3:nbo_charge:R:1
C 2.015 -1.906 0.495 -0.612
H 2.472 -0.362 1.983 0.206
H -0.439 1.046 -2.226 0.204
H -2.007 2.535 -0.881 0.197
H -1.161 0.042 0.569 0.193
H -2.901 1.871 0.505 0.212
H 1.325 0.134 0.919 0.202
C -0.450 0.302 -1.433 -0.611
H -2.919 1.116 -1.133 0.202
H -0.297 1.487 0.398 0.194
H 3.072 -1.870 0.255 0.207
C 1.626 -0.774 1.439 -0.616
H 1.397 -1.905 -0.397 0.203
H -0.998 -0.592 -1.740 0.204
C -1.012 0.862 -0.139 -0.397
H 0.534 -0.137 -1.266 0.209
C -2.321 1.613 -0.374 -0.607
H 0.813 -1.014 2.119 0.205
H 1.875 -2.857 1.009 0.205
```

=====

(x)
Below is a cluster of 2 separate species, C5H14 in total, with properties calculated with ωB97M-V/def2-TZVPD.

Its net charge is 0. The HOMO energy comes out at -11.274 eV. For the LUMO energy, the calculation gives 1.05 eV. As for the SMILES: CCC.CC.

The geometry in XYZ format:
```
19
Properties=species:S:1:pos:R:3:nbo_charge:R:1
H 2.338 -0.757 -3.302 0.202
H -1.794 -1.536 1.247 0.203
H -1.966 0.673 1.211 0.193
C 1.502 -0.902 -2.589 -0.631
C -1.042 -1.066 1.914 -0.602
H -1.430 -1.187 2.941 0.197
H -0.316 2.290 2.138 0.206
H 0.075 0.713 -1.876 0.203
C -0.312 1.296 2.497 -0.601
H 1.922 -1.365 -1.587 0.221
H -0.783 1.163 3.440 0.199
H 0.840 -1.703 -3.005 0.202
H -0.538 0.425 0.472 0.183
H 1.390 1.186 -2.916 0.199
C -1.028 0.378 1.490 -0.382
H -0.050 0.521 -3.639 0.210
H 0.703 0.988 2.566 0.200
C 0.636 0.462 -2.768 -0.606
H -0.148 -1.579 1.768 0.203
```

=====

Decreasing stability: (w), (x)

=====

(w)
Below is a cluster of 2 separate species, C5H14 in total, with properties calculated with ωB97M-V/def2-TZVPD.

Its net charge is 0. The HOMO energy comes out at -10.906 eV. For the LUMO energy, the calculation gives 1.08 eV. As for the SMILES: CCC.CC.

The geometry in XYZ format:
```
19
Properties=species:S:1:pos:R:3:nbo_charge:R:1
H 0.273 -1.017 3.371 0.193
H 0.885 -1.425 -1.266 0.215
H 1.289 -0.654 -2.731 0.201
C 0.691 2.087 -2.027 -0.618
H 1.683 0.825 -0.522 0.198
H 0.404 2.999 -1.601 0.221
H -0.773 -1.946 1.219 0.198
H -1.480 -2.559 2.786 0.202
H -1.210 -0.103 3.445 0.200
H -0.070 0.853 -0.409 0.192
H 0.000 0.141 2.079 0.204
H -0.173 2.144 -2.820 0.201
H -2.341 -1.178 1.629 0.190
C 0.768 0.847 -1.204 -0.409
H -0.407 -0.521 -2.331 0.200
H 1.678 2.202 -2.575 0.205
C 0.660 -0.522 -1.888 -0.605
C -1.294 -1.643 2.050 -0.586
C -0.583 -0.532 2.796 -0.601
```

=====

(x)
Below is a cluster of 2 separate species, C5H14 in total, with properties calculated with ωB97M-V/def2-TZVPD.

Its net charge is 0. The HOMO energy comes out at -10.721 eV. For the LUMO energy, the calculation gives 1.08 eV. As for the SMILES: CCC.CC.

The geometry in XYZ format:
```
19
Properties=species:S:1:pos:R:3:nbo_charge:R:1
H 0.717 -1.986 -1.368 0.187
H -0.390 -0.960 -1.000 0.207
H 0.385 0.904 -2.031 0.203
H -0.733 -0.675 2.623 0.203
H 3.035 0.209 -1.071 0.208
H -2.049 0.059 3.570 0.202
H -2.250 1.778 1.306 0.214
H 1.867 1.106 -0.129 0.205
C -1.472 1.076 1.606 -0.614
H -0.961 0.512 0.741 0.199
H -0.147 -1.449 -2.807 0.217
H -0.682 1.637 2.033 0.203
C 2.050 0.247 -0.872 -0.616
C -1.733 -0.107 2.513 -0.611
H 1.773 -0.626 -0.298 0.200
H 1.730 0.108 -3.060 0.208
H -2.550 -0.832 2.148 0.204
C 1.204 0.114 -2.055 -0.406
C 0.205 -1.115 -1.848 -0.613
```

=====

Decreasing stability: (w), (x)